1.
Here is 2 unconnected molecules or ions with the total composition C6H16 at a distorted geometry from OMol25. Energies are from ωB97M-V/def2-TZVPD.

Values from the calculation:
- F_max: 0.09441 hartree/bohr
- Relative energy (zero: lowest compared OMol25 entry of this formula, charge and spin): 1.3272 eV
- Calculated total energy: -238.0849 hartree

Geometry as ORCA input:
```
! RIJCOSX wB97M-V def2-TZVPD def2/J DEFGRID3
* xyz -1 2
C 0.49698 -1.32703 -1.04103
C 1.92059 -1.63362 -1.42271
C -0.35820 -2.60597 -1.04024
H 0.49760 -0.84385 -0.01748
H 0.08508 -0.56305 -1.76012
H 2.77459 -1.59178 -0.59813
H -1.33921 -2.51908 -1.45340
H 0.10743 -3.40107 -1.60671
H -0.49383 -2.94071 -0.00903
H 2.00606 -2.69356 -1.79127
H 2.16084 -0.88572 -2.13566
C -0.16419 2.16230 0.89479
C -0.27683 1.15299 1.96529
C -1.58585 2.64605 0.41402
H 0.44580 2.94332 1.31875
H 0.44788 1.70148 0.06860
H 0.70258 0.60761 2.20695
H -2.00971 1.71193 0.02428
H -2.33296 2.76111 1.17186
H -0.90229 0.17026 1.94954
H -0.59466 1.53289 2.93233
H -1.58767 3.61548 -0.07064
*
```

2.
Here is 2 unconnected molecules or ions with the total composition C6H16 from OMol25. Energies are from ωB97M-V/def2-TZVPD.

Values from the calculation:
- F_max: 0.01773 hartree/bohr
- Relative energy (zero: lowest compared OMol25 entry of this formula, charge and spin): 0.1271 eV
- Calculated total energy: -238.1919 hartree
- SMILES: CC(C)C.CC

Geometry as ORCA input:
```
! RIJCOSX wB97M-V def2-TZVPD def2/J DEFGRID3
* xyz 0 1
C 2.12056 1.69429 1.13391
C 1.33052 0.41252 0.85560
C 1.78975 -0.28820 -0.41110
C 1.35865 -0.52922 2.05269
H 1.85903 2.48439 0.43356
H 3.19771 1.52155 1.10365
H 1.88049 2.05486 2.13263
H 0.29468 0.72893 0.70115
H 2.70618 -0.86827 -0.29345
H 1.01066 -0.96502 -0.76646
H 1.94841 0.43604 -1.21594
H 0.92646 -0.03328 2.92351
H 0.72090 -1.39813 1.87381
H 2.36988 -0.85692 2.29485
C -2.27297 -0.68683 -1.26132
C -3.60929 -0.37318 -1.95082
H -2.20563 -0.33314 -0.22924
H -2.22959 -1.77872 -1.20579
H -1.39925 -0.30254 -1.78249
H -3.76811 0.69435 -2.10669
H -4.44195 -0.76170 -1.36908
H -3.58709 -0.85178 -2.91298
*
```

3.
Here is 2 unconnected molecules or ions with the total composition C6H16 at a distorted geometry from OMol25. Energies are from ωB97M-V/def2-TZVPD.

Values from the calculation:
- F_max: 0.03848 hartree/bohr
- Relative energy (zero: lowest compared OMol25 entry of this formula, charge and spin): 0.8487 eV
- Calculated total energy: -238.1653 hartree
- SMILES: CC(C)C.CC

Geometry as ORCA input:
```
! RIJCOSX wB97M-V def2-TZVPD def2/J DEFGRID3
* xyz 0 1
C -0.47940 0.95760 -2.71191
C 0.05688 1.18502 -1.26790
C -0.89990 0.44243 -0.28081
C 1.53878 0.75867 -1.20395
H -1.42439 1.44929 -2.88940
H -0.71162 -0.11319 -2.83608
H 0.33066 1.06079 -3.43116
H 0.09198 2.19275 -0.84072
H -1.49318 1.15930 0.28462
H -1.62311 -0.14718 -0.84815
H -0.27437 -0.15793 0.36347
H 2.09743 1.54474 -1.70943
H 1.80619 0.74910 -0.13991
H 1.69377 -0.25235 -1.53730
C 0.26390 -2.10253 2.25256
C -0.47603 -0.95691 2.89907
H -0.34192 -2.79954 1.69893
H 0.88654 -1.68596 1.43911
H 0.93080 -2.55055 2.99087
H -1.06068 -0.42191 2.15033
H 0.11892 -0.13312 3.29592
H -1.12741 -1.34508 3.68353
*
```

4.
Here is 2 unconnected molecules or ions with the total composition C6H16 at a distorted geometry from OMol25. Energies are from ωB97M-V/def2-TZVPD.

Values from the calculation:
- F_max: 0.07880 hartree/bohr
- Relative energy (zero: lowest compared OMol25 entry of this formula, charge and spin): 1.9444 eV
- Calculated total energy: -238.1251 hartree
- SMILES: CCC.CCC

Geometry as ORCA input:
```
! RIJCOSX wB97M-V def2-TZVPD def2/J DEFGRID3
* xyz 0 1
C 0.54875 1.40689 -1.54578
C -0.04990 0.02261 -1.95166
C -1.41482 0.23576 -2.56376
H 1.63869 1.31842 -1.81750
H 0.35971 1.54312 -0.41843
H 0.09182 2.24223 -2.07078
H 0.64113 -0.46448 -2.72186
H -0.12793 -0.66839 -1.10054
H -2.23605 0.17034 -1.77584
H -1.51474 1.30674 -2.95985
H -1.59908 -0.55465 -3.29813
C -0.02126 -1.83596 2.24792
C 0.56658 -0.65658 1.47417
C 0.52518 0.69212 2.28019
H -0.02562 -1.72483 3.29852
H 0.51649 -2.76690 1.96598
H -1.02729 -2.15377 2.01455
H 1.63244 -0.87132 1.14401
H -0.09690 -0.65088 0.40495
H -0.52635 1.26490 2.15587
H 0.80578 0.76890 3.29558
H 1.31337 1.37574 1.94239
*
```

5.
Here is 2 unconnected molecules or ions with the total composition C6H16 at a distorted geometry from OMol25. Energies are from ωB97M-V/def2-TZVPD.

Values from the calculation:
- F_max: 0.18081 hartree/bohr
- Relative energy (zero: lowest compared OMol25 entry of this formula, charge and spin): 2.6242 eV
- Calculated total energy: -237.7035 hartree

Geometry as ORCA input:
```
! RIJCOSX wB97M-V def2-TZVPD def2/J DEFGRID3
* xyz 1 2
C 0.33186 -1.31017 -1.70447
C 0.12232 0.09312 -1.91637
C -0.96206 -2.06028 -1.91297
H 1.25093 -1.81984 -2.12414
H 0.66474 -1.31123 -0.65988
H -0.79494 0.51322 -1.31103
H -1.06027 -1.98268 -2.97847
H -0.91198 -3.12425 -1.51850
H -0.19239 0.26693 -2.91173
H 1.11127 0.58320 -1.76388
H -1.93375 -1.73342 -1.47380
C 0.10495 0.84953 1.42307
C -0.94877 1.42461 2.47585
C 1.65282 0.97994 1.69502
H -0.22816 1.36523 0.53161
H -0.20788 -0.19504 1.14356
H -1.19902 0.92566 3.22897
H -1.00726 2.54054 2.52428
H 1.95231 0.40716 2.58780
H 1.98800 2.06905 1.99750
H -1.79572 1.04427 1.85476
H 2.06303 0.47444 0.81279
*
```

6.
Here is 2 unconnected molecules or ions with the total composition C6H16 at a distorted geometry from OMol25. Energies are from ωB97M-V/def2-TZVPD.

Values from the calculation:
- F_max: 0.05982 hartree/bohr
- Relative energy (zero: lowest compared OMol25 entry of this formula, charge and spin): 1.6104 eV
- Calculated total energy: -237.7408 hartree

Geometry as ORCA input:
```
! RIJCOSX wB97M-V def2-TZVPD def2/J DEFGRID3
* xyz 1 2
C 0.50445 -1.32112 -2.19226
C -0.76649 -2.03637 -1.92648
C 0.90709 -0.04212 -1.40074
H 1.43112 -1.90544 -2.11050
H 0.30467 -0.87354 -3.19046
H -1.39136 -1.89490 -1.00803
H -0.57913 -3.10498 -1.70660
H -0.01424 0.52443 -1.18999
H 1.16723 -0.36578 -0.36998
H -1.56206 -1.96223 -2.67775
H 1.57066 0.64443 -1.95045
C -0.63132 1.07233 1.43695
C 0.24862 2.32937 1.27485
C -0.14441 -0.04133 2.39539
H -1.58831 1.38693 1.87214
H -0.95061 0.59189 0.46363
H -0.28807 3.26088 1.44627
H 0.85827 0.20977 2.81404
H 1.04667 2.18932 0.54808
H 0.89202 2.31321 2.20103
H -0.82278 0.07386 3.24412
H -0.19202 -1.04861 2.02673
*
```

7.
Here is 2 unconnected molecules or ions with the total composition C6H16 at a distorted geometry from OMol25. Energies are from ωB97M-V/def2-TZVPD.

Values from the calculation:
- F_max: 0.05439 hartree/bohr
- Relative energy (zero: lowest compared OMol25 entry of this formula, charge and spin): 0.6791 eV
- Calculated total energy: -237.7750 hartree

Geometry as ORCA input:
```
! RIJCOSX wB97M-V def2-TZVPD def2/J DEFGRID3
* xyz 1 2
C 0.83386 -0.38547 -0.77448
C 1.59107 -1.62544 -0.17023
C 1.77457 0.60552 -1.38429
C -0.33033 -0.77157 -1.55910
H 0.44813 0.14236 0.21801
H 2.41774 -2.03333 -0.76980
H 0.93855 -2.51974 -0.27569
H 2.31266 0.13243 -2.23554
H 1.30820 1.53511 -1.71249
H 2.63842 0.77050 -0.71947
H -1.14277 -1.33525 -1.09732
H -0.67039 0.07367 -2.18769
H -0.10407 -1.44456 -2.42309
H 1.98918 -1.49241 0.82414
C -2.16214 0.44637 1.53581
C -1.37021 1.69727 1.96349
H -1.68286 -0.35374 2.13675
H -3.23806 0.52893 1.73077
H -2.06070 0.10292 0.49921
H -0.33965 1.55628 1.64322
H -1.35138 1.70474 3.05023
H -1.79979 2.66542 1.70757
*
```

8.
Here is a molecular structure, C6H16BBeCl5Cs2N2O9 at a distorted geometry from OMol25. Energies are from ωB97M-V/def2-TZVPD.

Values from the calculation:
- F_max: 0.13969 hartree/bohr
- Calculated total energy: -3404.9666 hartree

Geometry as ORCA input:
```
! RIJCOSX wB97M-V def2-TZVPD def2/J DEFGRID3
* xyz 0 1
C -1.58684 2.41459 1.69945
C -2.67379 2.46476 0.68542
O -3.78348 1.61917 0.97725
B -3.83628 0.42712 0.40261
O -3.70039 -0.66686 1.21085
O -4.06599 0.20467 -0.99858
C -2.91016 -0.27552 -1.63793
O -3.13064 -0.84435 -2.73605
N -1.56432 -0.10340 -1.00407
C -0.46574 0.28878 -1.96346
N 0.84937 -0.06668 -1.52097
H -0.83538 3.19909 1.45602
H -1.99706 2.66391 2.66092
H -1.13530 1.42537 1.75371
H -2.24463 2.22310 -0.30253
H -3.05233 3.48590 0.63758
H -3.68757 -1.47229 0.68662
H -1.30948 -0.91900 -0.40353
H -0.59545 -0.12942 -2.96636
H -0.50244 1.38299 -2.09144
H 0.87697 -0.59893 -0.66943
H 1.41649 0.74926 -1.36795
Be -2.78536 3.59401 -1.53720
C 3.53087 -1.43048 0.46668
O 2.75604 -0.44240 0.59655
H 4.35313 -1.32520 -0.24961
H 4.00569 -1.84755 1.40526
H 3.00232 -2.46351 0.06273
O 4.88871 -4.56829 -2.68559
Cl 3.86472 -3.58508 -2.63276
O 3.67702 -3.31494 -1.15628
O 2.63102 -4.06337 -3.14803
O 4.26099 -2.36255 -3.24076
Cl -1.34862 -2.09288 -2.92591
Cs -1.84022 -2.30740 0.62253
C 2.47681 0.44200 4.03773
Cl 3.73071 -0.71806 4.51142
Cl 1.34643 0.75204 5.35914
H 2.94877 1.37369 3.75512
H 1.93047 0.02978 3.20083
Cs -3.07839 1.82050 -3.40579
Cl -0.41667 5.03743 2.45584
*
```

9.
Here is a single C6H16BNOS2 molecule from OMol25. Energies are from ωB97M-V/def2-TZVPD.

Values from the calculation:
- F_max: 0.00762 hartree/bohr
- Calculated total energy: -1189.4510 hartree
- SMILES: NC[C@@H](O)CB(S)CCCS

Geometry as ORCA input:
```
! RIJCOSX wB97M-V def2-TZVPD def2/J DEFGRID3
* xyz 0 1
N 0.82898 -1.68263 0.34009
C 1.95837 -1.09569 -0.37081
C 2.36062 0.25261 0.21136
O 3.65124 0.59878 -0.29605
C 1.35601 1.36361 -0.09456
B -0.10069 1.21338 0.50483
S -0.31520 0.98492 2.29668
C -1.38531 1.34400 -0.40454
C -1.96656 -0.01521 -0.89048
C -3.22701 -0.45850 -0.13567
S -2.94738 -1.61052 1.23759
H 0.96415 -1.64199 1.34303
H 0.70420 -2.65028 0.07151
H 2.85571 -1.72665 -0.36481
H 1.67201 -0.95862 -1.42114
H 2.51570 0.16502 1.28963
H 3.61624 0.54519 -1.26342
H 1.77651 2.29636 0.30208
H 1.31343 1.48106 -1.18449
H 0.88792 1.44660 2.67289
H -1.08402 1.92025 -1.28442
H -2.17387 1.91382 0.09275
H -1.20410 -0.78814 -0.79000
H -2.21651 0.06750 -1.94995
H -3.70689 0.39402 0.34843
H -3.95494 -0.88177 -0.82713
H -2.17859 -2.47714 0.56662
*
```

10.
Here is 3 unconnected molecules or ions with the total composition C6H16BrO2 at a distorted geometry from OMol25. Energies are from ωB97M-V/def2-TZVPD.

Values from the calculation:
- F_max: 0.04500 hartree/bohr
- Relative energy (zero: lowest compared OMol25 entry of this formula, charge and spin): 0.3944 eV
- Calculated total energy: -2962.7704 hartree

Geometry as ORCA input:
```
! RIJCOSX wB97M-V def2-TZVPD def2/J DEFGRID3
* xyz -1 1
Br 0.79681 1.69312 2.57130
C 2.18163 -1.91673 1.50209
C 0.81841 -2.06784 0.77082
C 0.45116 -3.51344 0.37056
O -0.14116 -1.51117 1.56369
H 2.84810 -2.30458 0.73171
H 2.27442 -2.49241 2.42301
H 2.39654 -0.88941 1.79622
H 0.92539 -1.52974 -0.17104
H -0.31272 -3.62763 -0.39856
H 0.15425 -4.25882 1.10837
H 1.37060 -3.94278 -0.02742
H 0.21297 -0.67728 1.88122
C -0.36377 1.99226 -2.19603
C -1.20810 2.76934 -1.22736
C -2.25940 2.04585 -0.51102
O -0.26790 3.28024 -0.24679
H -0.93611 1.86053 -3.11428
H -0.08081 1.01948 -1.79388
H 0.54194 2.49240 -2.53906
H -1.71940 3.56057 -1.77566
H -2.92532 2.67822 0.07615
H -1.84123 1.37426 0.23877
H -2.92375 1.51146 -1.19010
H 0.00744 2.45410 0.15731
*
```

F_max of number 5 (C6H16)? 0.18081 hartree/bohr